Formula: C80H80N16
Source: the OMol25 dataset
Level of theory: wB97M-V/def2-TZVPD

Energy relative to the best compared isomer or geometry (same formula, charge and spin) ... 175.98 kJ/mol
M ... 1265.632 g/mol
Electronic energy ... -3972.3777 Ha
Multiplicity ... 1

Element x y z (Å)
N (21.869, 16.371, 14.873)
C (20.720, 15.699, 14.801)
C (20.502, 14.717, 13.808)
C (21.493, 14.484, 12.871)
C (22.709, 15.106, 12.986)
C (22.843, 16.059, 13.956)
H (20.011, 16.059, 15.520)
H (19.556, 14.218, 13.767)
H (21.480, 13.784, 12.036)
H (23.554, 14.916, 12.339)
H (23.768, 16.615, 13.970)
N (14.410, 15.173, 20.636)
C (15.043, 15.949, 21.509)
C (15.273, 17.342, 21.279)
C (14.912, 17.988, 20.076)
C (14.248, 17.125, 19.187)
C (14.092, 15.756, 19.510)
H (15.397, 15.557, 22.486)
H (16.016, 17.890, 21.911)
H (15.208, 19.011, 19.766)
H (14.054, 17.467, 18.171)
H (13.666, 15.054, 18.765)
N (16.934, 11.449, 24.981)
C (17.678, 10.684, 24.195)
C (17.533, 10.725, 22.796)
C (16.624, 11.598, 22.266)
C (15.936, 12.514, 23.079)
C (16.142, 12.379, 24.469)
H (18.441, 10.008, 24.669)
H (18.119, 9.981, 22.275)
H (16.541, 11.700, 21.189)
H (15.118, 13.143, 22.659)
H (15.596, 12.999, 25.176)
N (21.606, 14.090, 23.778)
C (21.552, 14.671, 24.998)
C (20.430, 14.638, 25.792)
C (19.250, 13.998, 25.302)
C (19.262, 13.610, 23.983)
C (20.472, 13.609, 23.281)
H (22.498, 15.022, 25.340)
H (20.457, 15.119, 26.758)
H (18.302, 13.949, 25.700)
H (18.439, 13.240, 23.460)
H (20.436, 13.201, 22.275)
N (22.110, 12.088, 16.825)
C (22.741, 13.013, 16.122)
C (24.145, 13.084, 16.014)
C (24.903, 12.300, 16.828)
C (24.241, 11.438, 17.667)
C (22.832, 11.352, 17.616)
H (22.086, 13.645, 15.511)
H (24.464, 13.894, 15.429)
H (26.008, 12.301, 16.828)
H (24.707, 10.783, 18.388)
H (22.295, 10.548, 18.158)
N (24.210, 12.245, 11.519)
C (22.959, 11.769, 11.453)
C (22.384, 10.913, 12.399)
C (23.115, 10.458, 13.471)
C (24.469, 10.843, 13.525)
C (24.954, 11.695, 12.543)
H (22.310, 12.154, 10.672)
H (21.359, 10.633, 12.280)
H (22.809, 9.707, 14.233)
H (25.061, 10.468, 14.380)
H (25.977, 12.030, 12.605)
N (16.719, 16.768, 15.931)
C (17.017, 17.488, 14.844)
C (16.239, 17.685, 13.769)
C (14.870, 17.289, 13.823)
C (14.546, 16.634, 14.978)
C (15.510, 16.367, 15.940)
H (18.015, 17.926, 14.834)
H (16.725, 18.283, 12.993)
H (14.109, 17.443, 13.091)
H (13.527, 16.324, 15.132)
H (15.176, 15.712, 16.768)
N (18.426, 20.168, 17.236)
C (19.234, 21.011, 16.615)
C (20.509, 20.684, 16.140)
C (20.971, 19.401, 16.359)
C (20.202, 18.528, 17.102)
C (18.949, 18.970, 17.502)
H (18.916, 22.026, 16.496)
H (21.115, 21.382, 15.606)
H (21.942, 19.024, 16.063)
H (20.611, 17.468, 17.299)
H (18.328, 18.291, 18.054)
N (15.697, 13.321, 14.050)
C (15.060, 12.243, 13.574)
C (15.603, 10.976, 13.745)
C (16.787, 10.834, 14.338)
C (17.476, 11.941, 14.759)
C (16.845, 13.161, 14.662)
H (14.235, 12.471, 12.966)
H (15.109, 10.144, 13.312)
H (17.186, 9.860, 14.496)
H (18.539, 11.840, 15.178)
H (17.312, 14.058, 15.069)
N (19.017, 13.056, 20.021)
C (18.111, 14.025, 20.183)
C (17.745, 14.832, 19.159)
C (18.360, 14.736, 17.964)
C (19.448, 13.828, 17.832)
C (19.681, 12.932, 18.889)
H (17.673, 14.150, 21.188)
H (16.943, 15.568, 19.368)
H (17.958, 15.225, 17.061)
H (19.917, 13.610, 16.901)
H (20.387, 12.128, 18.853)
N (15.168, 12.321, 19.221)
C (15.394, 12.357, 17.903)
C (14.395, 12.403, 16.947)
C (13.053, 12.338, 17.317)
C (12.828, 12.180, 18.698)
C (13.888, 12.254, 19.600)
H (16.428, 12.429, 17.664)
H (14.622, 12.373, 15.919)
H (12.208, 12.484, 16.651)
H (11.860, 12.151, 19.123)
H (13.670, 12.207, 20.658)
N (18.347, 19.460, 22.225)
C (18.584, 18.666, 23.294)
C (19.370, 17.495, 23.237)
C (19.785, 16.950, 22.046)
C (19.404, 17.672, 20.907)
C (18.701, 18.892, 21.090)
H (18.116, 18.874, 24.268)
H (19.512, 17.077, 24.225)
H (20.347, 16.066, 22.003)
H (19.778, 17.352, 19.931)
H (18.558, 19.562, 20.193)
N (21.926, 10.467, 22.487)
C (21.672, 9.194, 22.314)
C (22.471, 8.140, 22.866)
C (23.496, 8.466, 23.738)
C (23.740, 9.877, 23.924)
C (23.004, 10.814, 23.220)
H (20.742, 8.982, 21.782)
H (22.355, 7.074, 22.725)
H (24.123, 7.776, 24.248)
H (24.571, 10.173, 24.569)
H (23.108, 11.874, 23.380)
N (24.531, 15.518, 18.118)
C (23.238, 15.841, 18.306)
C (22.484, 15.589, 19.477)
C (23.146, 14.938, 20.521)
C (24.543, 14.777, 20.408)
C (25.148, 15.040, 19.162)
H (22.715, 16.418, 17.520)
H (21.435, 15.861, 19.560)
H (22.617, 14.709, 21.463)
H (25.122, 14.355, 21.184)
H (26.185, 14.740, 19.089)
N (19.488, 8.053, 17.681)
C (18.236, 8.423, 17.296)
C (17.448, 9.310, 17.995)
C (17.995, 9.951, 19.088)
C (19.315, 9.738, 19.350)
C (20.010, 8.770, 18.642)
H (17.879, 7.881, 16.419)
H (16.407, 9.438, 17.757)
H (17.427, 10.630, 19.676)
H (19.841, 10.302, 20.148)
H (21.002, 8.415, 18.948)
N (13.172, 14.224, 23.944)
C (12.681, 13.040, 24.035)
C (11.395, 12.807, 24.506)
C (10.703, 13.826, 25.061)
C (11.244, 15.137, 24.988)
C (12.480, 15.273, 24.341)
H (13.234, 12.145, 23.703)
H (10.962, 11.769, 24.567)
H (9.738, 13.613, 25.535)
H (10.674, 16.043, 25.259)
H (12.883, 16.314, 24.204)

Forces on the atoms, in the same order (eV/Å):
1.1531 -0.1958 -1.0865
1.2575 -0.0577 -1.1546
-0.1552 0.7951 0.2974
0.1245 -1.0043 -0.3586
0.3946 0.6751 0.1848
-0.8381 0.5884 1.3663
-0.7196 -0.4416 0.2089
-0.3786 -0.2394 -0.1041
-0.9211 -0.0514 0.4237
-0.2002 -0.1603 -0.2116
0.0524 0.2577 0.5119
0.7545 -0.0153 1.2337
0.2319 2.1147 0.6780
1.6440 0.3309 -0.0580
-0.3515 -1.8036 0.0615
0.7896 -0.1093 -0.1011
-1.0639 0.4757 -1.8851
-0.3819 -0.1127 -0.8394
-1.0621 -0.5921 -0.0576
-0.3033 -0.7867 0.5916
-0.3161 -0.1698 0.2487
0.1324 0.6647 0.2555
0.8662 0.2018 1.0526
0.0856 -0.2427 -0.5372
0.6376 -0.8994 1.8069
-0.1370 1.2391 -0.7467
-0.4817 -0.8123 0.4108
-0.7115 -0.0893 -1.2707
-1.0216 0.6623 -0.4042
-0.0411 0.2905 -0.6624
-0.3606 -0.1358 0.0141
1.0485 -0.1431 0.3969
0.0266 -0.0410 -0.0864
-0.1358 0.2478 -0.1589
-0.3543 -1.3358 -0.8309
-1.3092 -0.4722 0.1064
2.2835 1.3834 -1.7005
2.1533 -0.0295 0.2552
-0.3081 0.2700 0.2453
0.3995 0.5788 0.3729
-0.0528 -0.1429 0.1668
-1.5948 0.0634 1.9076
-1.4037 -0.5369 -0.4029
0.4599 0.0052 -0.0754
-1.1445 0.7932 -0.2427
0.6677 -0.1401 -1.0421
-2.4967 0.7707 0.4246
1.4361 -0.6337 0.4260
-1.4790 -0.8438 0.6987
1.3704 -1.4968 0.5725
0.5236 -0.0726 0.2231
1.0224 0.6471 -0.8329
-0.7067 0.2486 -0.0697
0.4601 0.0284 -0.0954
0.4391 0.6176 -0.0444
0.1003 -1.6710 1.2251
0.2857 0.4373 0.6612
-0.0211 -0.0086 -0.0382
1.4100 -0.7161 0.3683
-0.6665 -0.2071 0.1556
-0.6398 0.7935 -0.4067
0.2333 -0.0072 -0.2024
-0.4830 -0.1535 -0.1057
-0.3777 0.8973 -0.7316
-0.0421 0.4341 -0.8187
0.2151 0.1047 -0.1394
1.6198 0.8668 -0.2859
2.3052 0.0885 0.7984
-1.6145 0.9786 -1.4744
1.7902 0.0060 0.7036
-0.7046 0.0920 -0.4376
-2.8516 -2.0200 1.4168
-0.0283 -0.1508 0.0212
-0.6710 -0.3143 -0.1448
-0.0358 0.2990 -0.6451
-0.1499 -0.2821 0.1623
0.3668 0.4097 -0.2179
0.4288 -0.1114 0.3930
0.9226 0.1329 -0.4511
-0.4593 -0.5613 0.2369
0.5340 -0.4057 0.3697
0.3433 -1.3353 0.0346
-0.1201 -0.7304 0.0183
-0.5063 0.3994 -0.1448
0.1383 0.5078 -0.1810
0.0566 0.3700 -0.3632
-0.9661 1.8238 -0.1277
-0.4448 -0.2453 0.1903
-1.3404 0.2781 -0.4839
2.1339 0.4749 0.4388
-2.5086 0.6708 -1.4221
1.8195 -0.4467 0.9888
2.2615 -0.0720 1.2270
1.0029 0.4324 0.2492
-1.2596 -0.1131 -0.4827
-0.5162 -0.7205 -0.1322
0.4329 -0.6250 -0.0546
-1.8130 0.2522 -0.4530
-0.0526 -0.0474 -0.1095
-0.2295 -0.2340 1.5751
0.8723 -1.0588 1.1291
-2.0351 2.0703 1.0486
1.6756 -1.1882 -2.5879
-1.5192 -0.5398 0.7110
-0.5640 1.6000 -0.5123
0.1246 -0.2624 -0.5642
0.4666 -0.4837 -0.4518
0.4923 0.2216 0.7207
0.4355 0.2595 -0.6215
0.3684 -0.1648 -0.3425
-0.5027 -0.0449 -0.0625
-0.5447 0.2534 0.9248
-0.8757 -0.4837 0.1736
0.4790 0.0213 1.8041
0.6889 0.8968 -0.5547
0.1585 -0.6095 -0.6703
0.7169 -0.0779 -0.5612
0.4478 0.3487 -0.8231
0.2955 -0.3435 -0.1817
-0.9990 -0.1192 0.1301
0.1649 0.0739 0.1288
-0.5768 -1.4575 1.3646
0.4704 -0.5383 -0.2536
-1.4071 0.9260 1.3561
-0.9295 1.7930 -0.7741
0.1450 0.3249 0.6946
1.2885 0.6815 -2.5614
0.4084 0.5557 -0.5215
0.3569 -0.5827 -0.2339
0.7124 -1.0424 -0.1012
-0.5400 0.2649 0.1692
0.0004 -0.9576 0.8256
0.3787 0.3820 -0.0711
0.2503 -1.4254 0.4330
0.2187 0.3819 0.5123
-0.5324 3.2345 -0.7649
0.5116 -1.3243 -0.2550
-0.7527 -0.7623 0.7316
0.3767 -0.2371 -0.0786
-0.7368 0.0852 -0.4741
0.1985 -0.6612 0.1854
-0.3512 0.0961 -0.1532
0.3623 0.2523 -0.1086
-1.2230 0.8701 -0.5268
-1.1357 0.6797 0.3521
1.3128 -0.5492 -0.5967
0.6511 0.7294 0.5982
-1.6474 0.0933 -1.5102
0.1197 -1.0591 2.0005
0.5861 -0.6230 0.0478
0.1688 -0.0864 -0.2179
0.3940 -0.0305 -0.5276
0.4680 -0.3431 0.7639
0.2606 0.2552 -0.3861
-1.3294 0.5187 -1.4234
0.7432 -1.1154 -0.1315
-0.2356 -0.3729 -0.1153
0.0930 0.1440 -0.3873
1.3635 0.5525 1.2922
0.7479 -0.6763 0.9375
-0.1662 0.1790 0.2571
-0.1859 0.1284 -0.2854
-0.4021 0.4823 0.3064
-0.4871 -0.4061 -0.4876
-0.1596 0.5768 0.0195
2.1040 1.3569 -0.7422
-1.1902 -2.3105 -0.2530
-0.1548 -2.3537 0.4973
-0.8234 1.9475 0.5671
-0.2414 -0.2436 -0.7754
-1.2141 1.3328 1.0132
0.1914 0.7387 0.0313
0.7061 1.1883 -0.2502
0.3090 0.3479 -0.2162
0.4033 -0.7430 0.1417
-0.1075 -1.2803 -0.0132